No. 1
{"formula": "C6H6S", "method": "ωB97M-V/def2-TZVPD", "elements": ["C", "C", "C", "C", "C", "C", "S", "H", "H", "H", "H", "H", "H"], "positions_angstrom": [[-0.728739, -0.150875, -0.275560], [-0.211279, -1.050623, 0.592481], [-1.179894, -1.508997, -0.477570], [-0.012515, 1.151132, -0.451065], [1.104336, -0.596375, 0.982146], [1.195222, 0.767435, 0.305084], [2.291320, -0.446810, -0.435694], [-2.243448, -1.921162, -0.164763], [-0.959003, -2.282041, -1.276492], [0.389138, 1.274839, -1.572311], [-0.533547, 2.144248, -0.190626], [1.601914, -1.087880, 2.104094], [1.591097, 1.583341, 0.904507]], "forces_ev_per_angstrom": [[-0.607, -0.854, 1.638], [-1.855, 1.731, -2.199], [-2.630, -3.604, -0.301], [-0.060, 0.484, -3.480], [2.016, -1.729, 2.685], [1.954, 1.135, 2.564], [-0.004, -0.086, 0.521], [1.840, 1.371, 0.013], [0.680, 1.458, 0.211], [-1.329, -0.125, 2.164], [0.635, -1.803, -0.058], [-1.358, 2.209, -3.579], [0.718, -0.186, -0.179]], "nbo_charge": [0.036, -0.077, -0.369, -0.468, -0.307, -0.325, 0.126, 0.193, 0.198, 0.247, 0.254, 0.261, 0.233], "total_charge": 0, "homo_lumo_gap_ev": 9.1}

***

No. 2
{"formula": "C6H6Si3", "method": "ωB97M-V/def2-TZVPD", "elements": ["C", "C", "C", "C", "C", "C", "Si", "Si", "Si", "H", "H", "H", "H", "H", "H"], "positions_angstrom": [[1.343464, 1.218502, -0.702080], [1.424716, 0.908150, 0.570505], [0.315879, 0.597244, -1.605440], [0.599761, -0.059321, 1.133728], [-0.503379, -0.329241, -1.015051], [-0.407076, -0.545127, 0.399351], [1.304972, 2.097837, -2.341039], [0.008430, -0.730182, 3.210412], [-1.726931, -1.600114, -0.322025], [0.499267, 3.302372, -2.724495], [2.420414, 2.128646, -3.467754], [0.853970, -1.319708, 4.269137], [-1.264573, -1.379674, 3.351715], [-3.181046, -1.331208, -0.014653], [-1.687868, -2.958178, -0.742312]], "forces_ev_per_angstrom": [[-1.146, 0.978, -3.344], [-0.301, -1.402, 2.095], [2.241, 1.890, 0.250], [0.350, 0.070, 4.522], [-1.283, -0.493, 0.989], [-1.089, -1.582, -2.981], [-0.354, -1.500, -0.539], [1.662, 1.950, -1.519], [-0.092, 2.168, -0.218], [0.138, -0.252, 0.659], [-0.916, -0.498, 1.332], [0.442, -0.007, -0.364], [-0.743, -0.435, -0.621], [0.626, 0.183, -0.142], [0.464, -1.068, -0.117]], "mulliken_spin": [-0.068, 0.829, 0.155, 0.021, -0.033, 0.024, 0.032, 0.953, 0.008, 0.005, 0.013, 0.023, 0.034, 0.001, 0.003], "total_charge": 0, "homo_lumo_gap_ev": [7.7, 8.2], "spin_multiplicity": 3, "s_squared": 2.0187}

***

No. 3
{"formula": "C6H7AuLiO6", "method": "ωB97M-V/def2-TZVPD", "elements": ["Au", "O", "O", "C", "C", "O", "C", "H", "H", "H", "H", "Li", "O", "O", "C", "C", "O", "C", "H", "H", "H"], "positions_angstrom": [[2.633664, -0.316317, 1.080759], [1.338033, 1.138278, 1.192777], [0.860793, 1.956084, -0.866704], [-0.473827, 2.346913, -0.489290], [-1.486585, 1.324866, -0.988524], [2.693390, 0.791259, -0.488492], [1.633305, 1.301727, -0.035414], [-0.528629, 2.475470, 0.597372], [-0.640271, 3.311983, -0.978044], [-1.374837, 1.170200, -2.067672], [-2.487702, 1.737690, -0.796357], [0.023078, -0.100678, 1.998864], [-1.518079, 0.012027, 0.999955], [-1.109835, -1.031495, -0.925133], [-0.377108, -2.965770, 0.306604], [0.904324, -2.373240, 0.317358], [1.315835, -1.572171, 1.237995], [-1.381208, -0.000640, -0.245434], [-0.928201, -3.063368, 1.241390], [-0.608185, -3.656847, -0.501240], [1.512035, -2.485978, -0.590780]], "forces_ev_per_angstrom": [[9.148, -2.108, 2.692], [-2.387, 2.149, 1.002], [0.899, -0.710, 0.396], [-0.316, 0.209, 0.598], [0.035, -0.064, -0.993], [0.337, 2.997, -2.274], [-1.539, 3.385, -3.914], [-0.048, 0.085, -0.264], [-0.005, -0.267, 0.082], [-0.079, 0.128, 0.118], [0.063, -0.339, 0.009], [-0.507, 0.029, 0.681], [0.651, -1.084, -1.223], [-0.338, 0.184, -0.446], [1.410, -1.410, 1.231], [-0.554, 0.208, -0.775], [-5.782, -6.190, 1.439], [-0.797, 2.302, 1.527], [-0.258, 0.376, -0.273], [-0.140, 0.355, -0.027], [0.206, -0.236, 0.415]], "mulliken_spin": [0.653, 0.249, 0.002, 0.015, 0.041, 0.157, -0.010, -0.003, 0.005, 0.002, 0.009, -0.006, 0.088, 0.860, 0.497, 0.155, 0.248, -0.022, 0.025, 0.023, 0.012], "total_charge": 2, "homo_lumo_gap_ev": [10.0, 5.8], "spin_multiplicity": 4, "s_squared": 3.7691}

***

No. 4
{"formula": "C6H7BBrFO2", "method": "ωB97M-V/def2-TZVPD", "elements": ["B", "C", "C", "C", "C", "C", "C", "O", "O", "F", "Br", "H", "H", "H", "H", "H", "H", "H"], "positions_angstrom": [[0.479738, 0.643599, -1.012463], [-0.990239, -1.351216, 0.892263], [-1.523280, -0.960148, -0.391235], [-0.040521, -0.833992, 1.643017], [-1.003820, -0.131322, -1.258158], [0.862389, 0.332790, 1.545360], [0.421635, 1.266366, 0.482557], [1.547274, -0.191951, -1.228842], [0.426381, 1.765949, -1.886718], [-0.615480, 2.044184, 0.840199], [1.160774, 1.200507, 3.134388], [-1.474879, -2.265674, 1.261032], [-2.441762, -1.453600, -0.756392], [0.107788, -1.503397, 2.556630], [-1.427430, 0.029936, -2.255638], [1.872169, -0.023827, 1.195118], [2.184293, 0.053900, -1.951162], [0.454969, 1.377894, -2.809953]], "forces_ev_per_angstrom": [[-0.942, 2.094, -1.803], [-1.089, -0.601, -0.455], [-1.826, -0.689, -0.992], [-0.058, -2.092, 2.373], [1.777, 0.750, 0.814], [1.389, -0.043, -2.054], [-3.704, -1.390, 0.709], [2.700, -1.785, -0.809], [0.315, 0.383, -2.838], [2.253, -0.724, -0.425], [0.236, 1.141, 2.289], [0.395, 0.416, 0.105], [0.380, -0.156, 0.699], [0.423, 1.399, -1.070], [0.042, 0.193, 0.462], [-0.909, 0.128, 0.142], [-1.176, -0.077, 1.352], [-0.208, 1.052, 1.502]], "nbo_charge": [0.597, -0.184, -0.278, -0.203, -0.244, -0.530, 0.690, -0.918, -0.900, -0.281, 0.102, 0.222, 0.208, 0.241, 0.220, 0.302, 0.498, 0.460], "total_charge": 0, "homo_lumo_gap_ev": 7.3}

***

No. 5
{"formula": "C6H7BF3N2O5S2", "method": "ωB97M-V/def2-TZVPD", "elements": ["N", "C", "C", "S", "C", "C", "N", "C", "B", "O", "O", "H", "H", "H", "H", "H", "H", "H", "C", "F", "F", "F", "S", "O", "O", "O"], "positions_angstrom": [[3.372109, -1.327746, 0.194554], [3.348596, -0.361894, -0.421636], [3.279616, 0.948515, -1.082689], [4.506060, 2.053888, -0.311481], [1.815363, 1.473412, -0.838216], [1.745201, 2.935658, -0.873457], [1.545312, 4.061096, -0.763817], [0.820636, 0.789857, -1.824140], [-0.542164, 0.453784, -1.014820], [-0.914331, -0.842049, -0.821573], [-1.265526, 1.538857, -0.538391], [3.423054, 0.807411, -2.153341], [5.401515, 2.286224, -1.284598], [1.550723, 1.123571, 0.165089], [1.276262, -0.113776, -2.234805], [0.554757, 1.451956, -2.653653], [-0.338068, -1.269126, -0.171601], [-1.012317, 1.806213, 0.352413], [-4.269492, -1.786675, 2.271983], [-3.988768, -0.489796, 2.507955], [-4.817904, -2.277039, 3.399555], [-5.229252, -1.811827, 1.329162], [-2.771662, -2.735439, 1.760340], [-1.875557, -2.584841, 2.890137], [-2.339975, -2.052047, 0.553174], [-3.274188, -4.078182, 1.563868]], "forces_ev_per_angstrom": [[0.005, -0.282, -0.007], [0.153, 0.283, -0.152], [-0.435, -0.037, 0.051], [0.342, 0.223, 0.403], [0.337, -0.531, -0.631], [-0.534, -0.111, 0.482], [0.193, 0.022, -0.282], [-0.441, 0.143, 0.242], [0.329, -0.278, -0.290], [0.983, 1.420, -0.383], [0.339, -0.014, -0.057], [0.215, 0.257, 0.049], [-0.347, -0.331, -0.250], [0.137, 0.490, 0.141], [-0.052, 0.007, 0.074], [0.295, 0.067, 0.027], [-0.530, -0.619, -0.190], [-0.429, -0.038, -0.046], [-0.171, 0.116, 0.051], [0.049, -0.065, -0.020], [0.070, -0.018, -0.042], [0.077, -0.030, 0.005], [0.592, -0.465, -0.210], [-0.159, 0.214, 0.076], [-0.770, -0.539, 0.921], [-0.248, 0.116, 0.039]], "nbo_charge": [-0.283, 0.250, -0.422, 0.022, -0.310, 0.289, -0.309, -0.766, 1.198, -0.891, -0.938, 0.269, 0.141, 0.249, 0.226, 0.243, 0.524, 0.507, 0.673, -0.339, -0.337, -0.336, 2.349, -1.006, -1.005, -0.997], "total_charge": -1, "homo_lumo_gap_ev": 7.6}

***

No. 6
{"formula": "C6H7BF3NO2", "method": "ωB97M-V/def2-TZVPD", "elements": ["B", "C", "C", "C", "C", "C", "C", "N", "O", "O", "F", "F", "F", "H", "H", "H", "H", "H", "H", "H"], "positions_angstrom": [[1.367995, 0.985157, -0.033927], [-1.522074, -1.744231, -1.041343], [-0.436482, -0.843875, -1.176023], [-2.051636, -1.913683, 0.262748], [-0.425270, -0.591927, 1.242831], [0.132679, -0.170495, -0.141587], [2.817548, -0.100185, -0.057547], [-1.500787, -1.473857, 1.335373], [1.339336, 1.845475, -1.184713], [1.203973, 1.553538, 1.236655], [2.781766, -1.070861, 0.895434], [3.193618, -0.559462, -1.221670], [3.868272, 0.645591, 0.366217], [-1.752853, -2.378845, -1.918746], [-0.166895, -0.539141, -2.090846], [-2.940299, -2.514967, 0.576316], [0.443972, -1.098229, 1.815480], [-0.648885, 0.424754, 1.584617], [2.068568, 2.439419, -1.273265], [1.774089, 2.248181, 1.299200]], "forces_ev_per_angstrom": [[-0.197, -2.404, -1.558], [2.518, 0.968, -0.552], [-2.969, -1.769, 0.984], [-1.595, -1.518, 1.726], [2.855, -0.377, -2.025], [0.108, 0.166, 3.751], [-1.542, 2.669, 1.759], [-0.375, 0.639, -0.070], [-0.642, -0.645, -0.008], [-1.996, -2.300, 0.464], [-0.328, -1.015, -0.447], [0.107, -1.389, -1.260], [0.726, 0.888, 0.108], [-0.529, 0.686, 0.700], [1.274, 0.410, -3.648], [0.606, 0.149, -1.368], [-1.071, 1.406, -0.338], [-0.006, -0.052, 1.088], [0.702, 0.406, -0.029], [2.353, 3.082, 0.723]], "nbo_charge": [0.670, -0.028, -0.288, -0.010, -0.405, 0.153, 0.788, -0.260, -0.926, -0.913, -0.369, -0.332, -0.372, 0.244, 0.229, 0.216, 0.317, 0.328, 0.480, 0.478], "total_charge": 0, "homo_lumo_gap_ev": 6.5}

***

No. 7
{"formula": "C6H7Br", "method": "ωB97M-V/def2-TZVPD", "elements": ["C", "C", "C", "C", "C", "C", "Br", "H", "H", "H", "H", "H", "H", "H"], "positions_angstrom": [[-1.094362, -0.162848, 0.122131], [-1.922919, -0.674787, 1.045318], [1.354764, 1.015247, -0.089724], [1.593996, -0.518776, 0.092705], [-1.339854, -0.099450, -1.324719], [0.278000, 0.065350, 0.100183], [-1.652997, -1.585149, -2.352720], [-1.593715, -0.723355, 2.016179], [-2.827768, -1.074509, 0.722138], [1.671264, 1.675397, 0.658329], [1.490073, 1.346866, -1.031309], [2.189908, -1.172354, -0.628548], [1.835661, -0.878020, 1.158052], [-0.862268, 0.783638, -1.817864]], "forces_ev_per_angstrom": [[-2.749, -1.040, 0.402], [1.589, 1.032, -2.070], [-0.076, -2.412, 1.851], [1.590, -1.122, 1.719], [2.359, 2.074, 0.927], [-0.062, 0.029, -1.578], [-0.103, -0.614, -0.443], [0.479, -0.392, 2.235], [-1.589, -0.437, -0.188], [0.206, 0.877, 1.182], [0.612, 1.129, -3.096], [-1.483, 1.093, 0.467], [0.063, 0.751, -1.472], [-0.836, -0.969, 0.063]], "nbo_charge": [-0.128, -0.368, -0.426, -0.445, -0.326, 0.084, 0.104, 0.194, 0.202, 0.216, 0.213, 0.242, 0.222, 0.217], "total_charge": 0, "homo_lumo_gap_ev": [7.6, 8.0]}

***

No. 8
{"formula": "C6H7Br", "method": "ωB97M-V/def2-TZVPD", "elements": ["C", "C", "C", "C", "C", "C", "Br", "H", "H", "H", "H", "H", "H", "H"], "positions_angstrom": [[-1.003696, -2.924242, -0.169156], [-0.687531, -1.730684, -0.082567], [-0.064799, -0.408387, -0.031357], [-0.777518, 0.866144, -0.027669], [1.449788, -0.562982, 0.081500], [-0.201453, 2.243150, 0.067563], [-2.671864, 0.728674, 0.005268], [-1.251437, -3.843918, -0.606808], [1.827231, -0.323708, -0.905375], [1.612654, -1.683548, 0.273230], [1.935977, -0.030871, 0.907144], [-0.627864, 2.885678, -0.693300], [0.837647, 2.000614, 0.146894], [-0.377141, 2.784080, 1.034629]], "forces_ev_per_angstrom": [[1.017, 4.053, -0.123], [-0.820, -1.676, -0.359], [-2.116, 3.069, 0.873], [1.190, -4.618, 0.567], [-0.453, -1.663, 0.195], [-0.503, -0.745, 1.553], [0.072, 0.171, -0.150], [-0.292, -0.806, 0.163], [0.722, 0.133, 0.030], [0.065, 1.764, -0.372], [-0.202, 0.213, -0.412], [0.694, 0.079, -0.482], [1.075, 0.826, -0.931], [-0.449, -0.799, -0.555]], "nbo_charge": [-0.225, -0.026, -0.117, -0.015, -0.644, -0.680, 0.061, 0.236, 0.229, 0.243, 0.225, 0.243, 0.233, 0.236], "total_charge": 0, "homo_lumo_gap_ev": 8.8}

***

No. 9
{"formula": "C6H7Br2N4", "method": "ωB97M-V/def2-TZVPD", "elements": ["C", "C", "C", "C", "C", "C", "N", "N", "N", "N", "Br", "Br", "H", "H", "H", "H", "H", "H", "H"], "positions_angstrom": [[0.593135, 2.101001, -1.346185], [0.904723, 0.992225, -0.647879], [-1.595235, 1.553624, -1.552276], [-1.419642, 0.483387, -0.604738], [-2.341316, 0.028302, 0.298675], [0.168452, -1.276537, -0.262480], [-0.628184, 2.306112, -1.922420], [-0.084421, 0.001824, -0.469258], [1.362032, -1.734930, 0.132678], [-2.021535, -0.841046, 1.285277], [-4.153377, 0.535701, 0.174055], [-1.071916, -2.627589, -0.740245], [1.322226, 2.879777, -1.511891], [1.889357, 0.805481, -0.255575], [-2.581275, 1.755399, -1.949962], [1.531026, -2.726858, 0.170240], [2.135997, -1.119600, 0.326930], [-1.085463, -0.847804, 1.665868], [-2.737561, -1.026497, 1.976924]], "forces_ev_per_angstrom": [[0.503, -0.805, 0.487], [0.691, 0.745, -0.057], [0.025, 0.065, -0.001], [-0.871, -0.265, 0.523], [0.285, 0.330, -0.269], [0.608, -0.803, -1.003], [-0.721, 0.391, -0.524], [-0.213, -0.621, -0.012], [-0.407, 0.342, -0.047], [-1.188, 0.347, 0.951], [0.474, -0.202, 0.035], [0.709, 0.357, -0.011], [0.163, -0.064, 0.100], [0.051, 0.065, 0.063], [-0.099, -0.056, -0.023], [-0.045, -0.001, -0.055], [-0.028, 0.007, 0.024], [-0.042, 0.072, -0.084], [0.105, 0.096, -0.098]], "nbo_charge": [0.029, -0.117, 0.144, -0.111, 0.199, 0.421, -0.411, -0.379, -0.758, -0.803, 0.181, 0.225, 0.237, 0.217, 0.225, 0.445, 0.427, 0.401, 0.429], "total_charge": 1, "homo_lumo_gap_ev": [7.6, 7.6]}

***

No. 10
{"formula": "C6H7BrFN", "method": "ωB97M-V/def2-TZVPD", "elements": ["C", "C", "C", "C", "C", "C", "N", "F", "Br", "H", "H", "H", "H", "H", "H", "H"], "positions_angstrom": [[-0.535935, -0.156598, 1.043303], [-0.933310, -1.592967, 1.285398], [-0.383397, -3.166669, -0.436555], [-0.263841, 0.384672, -0.383421], [-1.491892, 0.804605, 0.366138], [0.860150, 1.470675, -0.649572], [-0.711566, -2.456763, 0.441216], [-1.713740, 2.086373, 0.720982], [-3.279931, 0.133139, -0.210482], [0.018887, 0.304393, 1.888271], [-1.001013, -1.931509, 2.358851], [-0.981780, -3.300102, -1.299637], [-0.511409, -0.250497, -1.261642], [1.807057, 1.032811, -0.801497], [0.971007, 2.400249, 0.015198], [0.541127, 1.777344, -1.630562]], "forces_ev_per_angstrom": [[-1.141, 0.475, 0.105], [0.110, 3.705, 4.790], [0.335, -4.642, -2.842], [0.225, 1.085, 0.629], [-0.897, -0.571, -0.893], [-2.051, 0.291, 0.371], [0.194, 0.536, 0.830], [0.718, 0.033, 0.451], [1.059, 0.049, 0.204], [-0.265, -0.374, -0.754], [0.175, 0.613, -0.543], [0.308, 0.181, -2.264], [0.561, 0.227, 0.888], [1.122, -0.729, 0.175], [-0.624, -1.710, -0.676], [0.171, 0.831, -0.471]], "mulliken_spin": [-0.019, 0.637, 0.965, 0.011, 0.067, -0.004, 0.155, 0.006, 0.007, -0.002, 0.042, 0.130, 0.004, 0.000, 0.000, 0.001], "total_charge": 0, "homo_lumo_gap_ev": [6.1, 8.8], "spin_multiplicity": 3, "s_squared": 2.0208}